(1)
Molecular formula: C15H14N2OPtS2Te
Method: DFT, ωB97M-V/def2-TZVPD

Output
gap between HOMO and LUMO (alpha / beta) = 3.28 / 5.28 eV
HOMO level (alpha / beta) = -0.76 / -4.31 eV

```
! RIJCOSX wB97M-V def2-TZVPD def2/J DEFGRID3
* xyz -1 4
Pt -0.13 0.10 1.46
O -0.97 1.69 0.40
N -1.14 2.86 1.22
C -1.72 3.88 0.56
C -2.02 5.00 1.35
C -1.70 4.99 2.72
C -1.00 3.98 3.30
C -0.72 2.84 2.55
S 0.49 1.62 3.01
H -1.95 3.71 -0.47
H -2.40 5.91 0.86
H -2.14 5.77 3.39
H -0.77 3.96 4.31
Te 0.86 -2.09 2.37
C 2.64 -2.59 1.46
C 3.77 -1.70 1.33
C 4.77 -2.27 0.50
C 4.42 -3.52 0.07
S 2.89 -4.01 0.62
H 4.05 -0.83 2.01
H 5.62 -1.67 0.17
H 5.11 -4.23 -0.48
C -2.03 -2.25 -4.12
C -1.50 -1.80 -2.77
C -0.30 -1.10 -2.69
C 0.21 -0.69 -1.45
N -0.48 -0.89 -0.32
C -1.66 -1.63 -0.39
C -2.17 -2.15 -1.58
H -2.74 -1.54 -4.35
H -2.48 -3.22 -4.13
H -1.21 -2.17 -4.92
H 0.31 -1.09 -3.56
H 1.23 -0.20 -1.42
H -2.12 -1.86 0.55
H -3.05 -2.81 -1.56
*
```

---

(2)
Molecular formula: C7H13NO
Method: DFT, ωB97M-V/def2-TZVPD

Output
gap between HOMO and LUMO (alpha / beta) = 9.21 / 9.21 eV
HOMO level (alpha / beta) = -8.40 / -8.39 eV

```
! RIJCOSX wB97M-V def2-TZVPD def2/J DEFGRID3
* xyz 0 1
C 0.14 -0.93 0.23
C 0.17 -2.22 0.18
C -0.26 1.20 -0.65
C 0.84 0.37 0.05
C 2.08 0.21 -0.84
C 1.09 0.91 1.44
C -2.76 -0.42 -0.26
N -1.75 0.03 0.67
O -1.37 1.31 0.13
H -0.56 -2.86 0.51
H 1.16 -2.70 0.12
H 0.18 2.29 -0.78
H -0.49 0.69 -1.75
H 2.71 -0.60 -0.54
H 2.89 1.18 -0.84
H 1.74 -0.06 -1.84
H 2.22 0.71 1.68
H 0.38 0.57 2.11
H 1.04 2.02 1.65
H -3.76 0.21 -0.13
H -2.52 -0.47 -1.29
H -3.17 -1.44 0.16
*
```

---

In eV, the energy values for the records above are, in order, -53015.90850, -11000.96525.